Record 1
Computed, not measured: a single C26H38O6 molecule, with wB97M-V/def2-TZVPD.

```
70
Properties=species:S:1:pos:R:3:nbo_charge:R:1
C -0.11 -3.89 1.18 -0.6045
C 1.32 -3.36 1.31 -0.3968
C 2.03 -3.37 -0.04 -0.4010
C 3.45 -2.81 0.04 -0.4917
C 3.55 -1.34 0.37 0.8323
O 4.56 -0.82 0.80 -0.6043
O 2.45 -0.65 0.10 -0.5190
C 2.51 0.75 0.38 0.1535
C 3.89 1.31 -0.01 0.6267
O 4.42 2.16 0.65 -0.5609
C 4.52 0.91 -1.34 -0.1866
O 3.73 0.06 -2.12 -0.7315
C 2.26 0.98 1.88 -0.4232
C 0.75 1.05 2.01 -0.4092
C 0.34 1.87 0.79 -0.2080
C -1.12 1.75 0.34 -0.2084
C -2.07 2.35 1.37 -0.3796
C -3.48 2.38 0.77 -0.4529
C -3.92 1.02 0.32 0.1579
C -5.16 0.60 0.59 -0.3404
C -5.77 -0.63 0.10 0.5500
O -6.91 -0.94 0.36 -0.5427
C -4.88 -1.45 -0.81 -0.4980
C -3.42 -1.27 -0.45 -0.3960
C -2.96 0.20 -0.53 -0.0872
C -3.08 0.73 -1.98 -0.6238
C -1.53 0.30 0.05 -0.2284
C -0.38 -0.42 -0.73 0.0961
O -0.79 -1.34 -1.72 -0.7186
C 0.61 0.57 -1.36 -0.4483
C 1.32 1.47 -0.34 -0.0003
C 1.79 2.73 -1.08 -0.6217
H -0.67 -3.30 0.46 0.2083
H -0.10 -4.92 0.85 0.2035
H -0.62 -3.84 2.14 0.2087
H 1.87 -3.98 2.02 0.1973
H 1.30 -2.34 1.71 0.1924
H 2.08 -4.39 -0.41 0.2068
H 1.45 -2.79 -0.76 0.2195
H 3.95 -2.94 -0.93 0.2399
H 4.04 -3.35 0.78 0.2316
H 4.74 1.85 -1.87 0.1908
H 5.49 0.44 -1.08 0.2132
H 4.22 -0.19 -2.91 0.4828
H 2.72 1.93 2.16 0.2413
H 2.72 0.20 2.48 0.2271
H 0.33 0.05 1.98 0.1959
H 0.45 1.52 2.95 0.2202
H 0.52 2.93 1.03 0.2102
H -1.21 2.35 -0.57 0.1966
H -2.07 1.74 2.28 0.2014
H -1.76 3.36 1.64 0.2100
H -4.19 2.78 1.49 0.2209
H -3.47 3.04 -0.10 0.2131
H -5.82 1.22 1.20 0.2179
H -5.18 -2.50 -0.74 0.2347
H -5.08 -1.13 -1.84 0.2219
H -2.80 -1.89 -1.10 0.2442
H -3.27 -1.62 0.57 0.2026
H -2.42 1.58 -2.14 0.2104
H -2.84 -0.04 -2.70 0.2060
H -4.10 1.07 -2.17 0.2242
H -1.60 -0.20 1.02 0.2094
H 0.17 -1.03 -0.02 0.1955
H -1.00 -0.85 -2.52 0.4635
H 1.37 -0.01 -1.90 0.2560
H 0.09 1.19 -2.08 0.1978
H 0.93 3.32 -1.39 0.2124
H 2.36 2.47 -1.97 0.2133
H 2.41 3.36 -0.44 0.2256
```

## Properties
Energy relative to the best compared isomer or geometry (same formula, charge and spin) = 0.4309 eV
LUMO = 0.0121 Ha
Charge = 0

---

Record 2
Computed, not measured: a 2-piece molecular cluster, CHPS3 overall, with wB97M-V/def2-TZVPD.

```
6
Properties=species:S:1:pos:R:3:nbo_charge:R:1
C -2.50 0.66 -0.75 -0.1900
P 0.59 -0.47 0.08 0.5394
S -3.88 0.16 -0.31 0.1579
S 0.01 1.22 0.96 -0.3757
S 2.68 -0.31 0.46 -0.2698
H 3.10 -1.27 -0.43 0.1382
```

## Properties
Energy relative to the best compared isomer or geometry (same formula, charge and spin) = 1.4486 eV
LUMO = -0.0519 Ha
Charge = 0

---

Record 3
Computed, not measured: C17H15N4O6Pd as an isolated structure, with wB97M-V/def2-TZVPD.

```
43
Properties=species:S:1:pos:R:3:nbo_charge:R:1
Pd 0.41 0.04 0.58 0.9692
C 0.65 3.14 3.46 -0.6717
C 0.04 2.05 2.60 0.4929
O 0.90 1.23 2.12 -0.6745
C -1.33 1.99 2.47 -0.4919
C -2.07 1.02 1.73 0.3016
C -3.57 1.05 1.80 -0.6541
N -1.49 0.12 0.99 -0.3342
N -2.29 -0.78 0.27 -0.4310
C -1.56 -1.40 -0.61 0.5154
O -0.28 -1.26 -0.79 -0.7172
C -2.25 -2.38 -1.51 -0.0144
C -3.64 -2.50 -1.50 -0.2039
C -4.26 -3.41 -2.34 -0.2248
C -3.50 -4.21 -3.19 -0.2221
C -2.12 -4.09 -3.20 -0.2216
C -1.50 -3.18 -2.36 -0.2121
H 1.70 3.25 3.20 0.2319
H 0.57 2.89 4.52 0.2137
H 0.14 4.08 3.29 0.2174
H -1.91 2.75 2.97 0.2027
H -3.90 1.81 2.50 0.2068
H -3.96 0.07 2.10 0.2338
H -3.98 1.26 0.81 0.2340
H -4.21 -1.88 -0.84 0.2329
H -5.34 -3.50 -2.33 0.2033
H -3.99 -4.92 -3.84 0.2017
H -1.53 -4.71 -3.86 0.2041
H -0.42 -3.06 -2.36 0.2345
O 5.40 2.95 -0.98 -0.6868
C 5.61 1.66 -0.89 0.7831
O 6.70 1.14 -1.05 -0.6462
C 4.43 0.82 -0.52 -0.2668
C 4.54 -0.52 -0.22 0.0117
N 3.31 -0.95 0.10 -0.3115
N 2.41 0.04 0.00 -0.2854
C 3.06 1.12 -0.39 0.0880
C 2.30 2.42 -0.64 0.7620
O 3.04 3.43 -0.80 -0.7309
O 1.07 2.32 -0.69 -0.6868
H 4.40 3.18 -0.76 0.4952
H 5.41 -1.16 -0.21 0.2343
H 3.01 -1.87 0.38 0.4180
```

## Properties
Energy relative to the best compared isomer or geometry (same formula, charge and spin) = 0.0000 eV
LUMO = 0.1007 Ha
Charge = -1

---

Record 4
Computed, not measured: C21H16MnN3S4SbSe as an isolated structure, with wB97M-V/def2-TZVPD.

```
47
Properties=species:S:1:pos:R:3:mulliken_spin:R:1
Mn -0.38 -0.24 0.46 4.0912
S -2.57 2.50 -2.45 0.0085
C -2.13 1.16 -3.45 -0.0042
C -2.33 1.00 -4.82 -0.0004
C -1.85 -0.15 -5.42 0.0007
C -1.20 -1.13 -4.66 0.0104
C -1.02 -0.98 -3.30 -0.0535
C -1.49 0.18 -2.68 0.0138
N -1.38 0.52 -1.33 0.0338
C -1.88 1.69 -1.09 -0.0636
C -1.74 2.29 0.24 -0.0657
C -2.27 3.53 0.59 -0.0154
C -2.02 4.05 1.84 0.0291
C -1.23 3.33 2.74 -0.0183
C -0.71 2.09 2.38 0.0117
C -0.95 1.57 1.12 -0.1854
H -2.83 1.77 -5.40 -0.0002
H -1.99 -0.29 -6.49 0.0002
H -0.83 -2.02 -5.15 0.0002
H -0.52 -1.74 -2.72 0.0159
H -2.88 4.08 -0.13 -0.0011
H -2.43 5.01 2.13 0.0014
H -1.03 3.73 3.72 -0.0017
H -0.09 1.55 3.08 0.0171
S -1.52 -1.28 2.29 0.6439
Sb 0.51 -2.58 1.95 -0.0220
S 1.78 -0.64 1.33 0.0658
S -0.51 -2.56 -0.23 0.4599
C 1.67 2.10 -4.55 -0.0029
N 1.97 0.94 -3.74 -0.0003
C 1.92 0.90 -2.37 0.0091
Se 1.58 2.25 -1.19 0.0173
N 2.15 -0.40 -2.03 0.0065
C 2.33 -1.19 -3.16 -0.0217
C 2.57 -2.55 -3.32 0.0107
C 2.69 -3.01 -4.62 0.0055
C 2.59 -2.15 -5.72 0.0012
C 2.35 -0.79 -5.55 0.0000
C 2.23 -0.34 -4.25 -0.0060
H 1.47 2.93 -3.88 0.0029
H 0.79 1.90 -5.16 0.0001
H 2.52 2.34 -5.19 -0.0004
H 2.14 -0.69 -1.06 -0.0014
H 2.64 -3.21 -2.47 0.0073
H 2.87 -4.07 -4.79 0.0000
H 2.69 -2.55 -6.72 -0.0001
H 2.26 -0.12 -6.39 0.0001
```

## Properties
Energy relative to the best compared isomer or geometry (same formula, charge and spin) = 0.0000 eV
LUMO (spin up / spin down) = -0.0280 / -0.0848 Ha
Spin multiplicity = 6
<S²> = 8.904
Charge = 0

---

Record 5
Computed, not measured: a single C5H7N molecule, with wB97M-V/def2-TZVPD.

```
13
Properties=species:S:1:pos:R:3:nbo_charge:R:1
C -0.77 1.74 -0.38 -0.4243
C -1.93 1.42 0.16 -0.0524
N -2.31 0.05 0.15 -0.4421
C -1.33 -0.65 0.26 0.4064
C -0.12 -0.95 0.61 -0.3794
C 1.00 -1.48 -0.12 -0.6347
H -0.47 2.84 -0.46 0.2077
H -0.08 0.98 -0.72 0.1977
H -2.47 2.21 0.64 0.2113
H 0.01 -0.86 1.66 0.2392
H 0.94 -1.56 -1.22 0.2232
H 1.48 -2.41 0.18 0.2251
H 1.69 -0.69 0.22 0.2223
```

## Properties
Energy relative to the best compared isomer or geometry (same formula, charge and spin) = 3.4198 eV
LUMO = 0.0295 Ha
Charge = 0

---

Record 6
Computed, not measured: a single C23H26N6O3S molecule, with wB97M-V/def2-TZVPD.

```
59
Properties=species:S:1:pos:R:3:nbo_charge:R:1
C -1.28 -3.65 -0.99 -0.6570
C -0.10 -2.77 -0.74 0.0468
C 1.13 -3.03 -1.33 -0.2060
C 2.22 -2.21 -1.10 -0.1702
C 2.11 -1.10 -0.27 -0.1295
C 3.24 -0.19 -0.04 0.2796
N 2.99 1.07 -0.24 -0.2304
N 4.00 1.92 -0.08 -0.1871
C 4.01 3.28 -0.24 0.3222
C 2.82 4.08 -0.59 -0.6535
N 5.22 3.72 -0.03 -0.2625
N 6.03 2.69 0.26 -0.2781
C 5.31 1.60 0.24 0.2753
C 5.61 0.23 0.50 -0.0705
C 6.88 -0.20 0.89 -0.1696
C 7.08 -1.53 1.18 -0.1806
C 6.03 -2.44 1.10 -0.2111
C 4.77 -2.03 0.71 -0.1901
C 4.54 -0.69 0.38 -0.0471
C 0.88 -0.82 0.31 -0.0937
C -0.20 -1.65 0.08 -0.3589
S -1.75 -1.23 0.89 2.3163
O -2.29 -2.38 1.56 -0.9431
O -1.53 -0.05 1.67 -0.9454
N -2.71 -0.95 -0.47 -0.6754
C -2.46 0.32 -1.12 -0.2361
C -3.16 1.48 -0.41 -0.2492
N -4.58 1.21 -0.30 -0.4436
C -5.28 2.36 0.27 -0.2470
C -6.80 2.22 0.20 -0.0756
O -7.40 1.84 1.42 -0.7129
C -4.79 -0.01 0.45 -0.2510
C -4.13 -1.18 -0.27 -0.2380
H -0.98 -4.57 -1.48 0.2169
H -1.78 -3.88 -0.06 0.2554
H -2.00 -3.13 -1.62 0.2379
H 1.24 -3.88 -1.98 0.2182
H 3.16 -2.42 -1.60 0.2241
H 2.05 3.96 0.18 0.2310
H 3.10 5.12 -0.68 0.2465
H 2.40 3.73 -1.54 0.2302
H 7.66 0.53 0.96 0.2398
H 8.06 -1.87 1.48 0.2212
H 6.20 -3.47 1.35 0.2200
H 3.96 -2.73 0.68 0.2252
H 0.75 0.03 0.96 0.2479
H -1.38 0.48 -1.12 0.2199
H -2.81 0.24 -2.15 0.2103
H -3.02 2.39 -1.01 0.2057
H -2.69 1.63 0.57 0.1989
H -4.99 2.53 1.33 0.1785
H -4.97 3.23 -0.30 0.2038
H -7.25 3.19 -0.03 0.1871
H -7.06 1.52 -0.60 0.1667
H -6.99 1.03 1.74 0.4611
H -5.86 -0.22 0.52 0.1971
H -4.37 0.06 1.47 0.1812
H -4.23 -2.10 0.31 0.2400
H -4.58 -1.31 -1.26 0.2083
```

## Properties
Energy relative to the best compared isomer or geometry (same formula, charge and spin) = 3.0981 eV
LUMO = -0.0095 Ha
Charge = 0

---

no.,strongest force on any atom (hartree/bohr)
1,0.018
2,0.052
3,0.016
4,0.022
5,0.054
6,0.029